# 1
ORCA calculation (wB97M-V/def2-TZVPD) on a structure of composition CH8F3KO7S.

```
21
Properties=species:S:1:pos:R:3:forces:R:3
K -1.106 -0.637 -0.536 0.8 0.2 0.0
C 2.175 0.658 2.485 -0.1 0.1 0.5
F 3.261 1.328 2.892 -0.2 0.0 0.0
F 1.934 -0.320 3.385 0.1 0.2 -0.2
F 1.125 1.503 2.534 0.1 -0.1 0.0
S 2.407 -0.006 0.797 -0.4 0.5 -0.3
O 2.293 1.180 -0.034 0.0 -0.3 0.0
O 3.687 -0.636 0.856 0.5 -0.3 -0.1
O 1.280 -0.923 0.677 -0.5 -0.2 -0.1
O -1.536 1.859 0.983 -0.3 -0.2 -0.2
H -2.206 1.448 1.537 0.0 0.1 0.1
H -1.529 2.781 1.256 0.2 0.0 0.0
O 0.772 0.247 -2.538 -0.4 -0.2 -0.2
H 1.680 0.540 -2.400 0.0 0.1 0.4
H 0.786 -0.281 -3.341 0.1 0.0 -0.1
O -1.267 -3.118 -1.940 0.0 0.1 0.1
H -1.251 -3.181 -2.899 0.0 0.0 0.0
H -0.663 -3.804 -1.637 0.1 0.0 0.0
O -3.648 0.255 -0.843 -0.1 -0.1 0.1
H -4.342 -0.080 -0.267 -0.1 0.0 -0.1
H -3.853 1.186 -0.968 0.1 0.1 0.0
```
Positions in Å, forces in eV/Å.

Properties
HOMO ... -8.872 eV
Charge ... 0
2S+1 ... 1

# 2
ORCA calculation (wB97M-V/def2-TZVPD) on a cluster of 3 separate species, CH8N2O2 in total in a non-equilibrium geometry.

```
13
Properties=species:S:1:pos:R:3:forces:R:3
N -0.120 -1.212 0.666 -0.1 1.3 -0.3
C 0.946 -1.523 -0.135 1.7 -0.7 0.2
N 1.879 -0.665 -0.332 -0.6 0.3 -0.8
H -0.070 -0.193 0.736 -0.4 0.0 0.3
H -0.310 -1.588 1.581 0.2 -0.8 -0.2
H 1.094 -2.504 -0.614 -0.9 0.1 0.3
H 2.401 -0.883 -1.176 0.4 -0.4 0.4
H -2.988 1.883 0.120 0.2 0.0 -0.1
H -3.491 0.637 -0.557 0.1 -0.1 -0.1
O -2.712 1.200 -0.505 -0.3 0.1 0.2
H 0.663 2.022 -0.441 0.3 -0.2 0.8
H 1.672 1.049 0.224 -0.6 0.3 0.0
O 1.034 1.779 0.433 0.0 0.2 -0.7
```
Positions in Å, forces in eV/Å.

Properties
HOMO ... -9.648 eV
Structure (SMILES) ... [H]/N=C/N.O.O
Charge ... 0
2S+1 ... 1

# 3
ORCA calculation (wB97M-V/def2-TZVPD) on a cluster of 3 separate species, CH8N2O3 in total in a non-equilibrium geometry.

```
14
Properties=species:S:1:pos:R:3:forces:R:3
N -0.537 -0.891 -0.425 -0.3 0.6 0.6
C 0.539 -0.074 -0.166 1.1 0.7 -0.5
N 0.342 1.092 0.532 0.0 0.4 0.7
O 1.656 -0.347 -0.595 -0.6 -0.2 0.5
H -1.470 -0.521 -0.285 0.3 -0.1 -0.2
H -0.357 -1.379 -1.277 -0.3 -0.5 -0.4
H 1.159 1.534 0.935 -0.1 -0.3 -0.4
H -0.523 1.521 0.826 -0.1 -0.6 -0.3
H 0.782 -2.661 2.513 0.5 -0.3 -0.2
H 2.114 -3.454 2.230 -0.4 0.3 0.0
O 1.533 -3.116 2.923 -0.1 0.0 0.2
H -2.943 3.679 -3.081 0.4 -0.1 0.1
H -3.602 2.969 -1.948 0.8 0.0 0.0
O -2.708 3.156 -2.300 -1.2 0.1 -0.1
```
Positions in Å, forces in eV/Å.

Properties
HOMO ... -9.982 eV
Structure (SMILES) ... NC(N)=O.O.O
Charge ... 0
2S+1 ... 1

# 4
ORCA calculation (wB97M-V/def2-TZVPD) on an isolated molecule of CH8N2OSi in a non-equilibrium geometry.

```
13
Properties=species:S:1:pos:R:3:forces:R:3
C 1.533 0.179 0.149 -1.5 4.4 -0.2
N -0.776 -0.686 -1.427 1.6 -0.9 1.9
N -0.911 -0.536 1.566 -1.1 2.2 -0.8
O -1.025 1.623 -0.138 -1.4 -0.8 0.5
Si -0.367 0.138 0.055 0.3 -0.4 -0.2
H 1.989 0.245 1.100 0.0 0.2 1.4
H 1.891 -0.708 -0.205 1.4 -2.1 -1.9
H 1.867 1.211 -0.362 -0.4 -2.7 0.4
H -1.304 -0.343 -2.175 -0.7 0.6 -0.9
H -0.033 -1.319 -1.707 -0.5 0.0 -0.3
H -0.603 -1.441 1.644 1.3 -2.8 0.5
H -1.901 -0.620 1.758 -0.2 0.5 -0.1
H -0.361 2.258 -0.258 1.2 1.7 -0.3
```
Positions in Å, forces in eV/Å.

Properties
HOMO ... -9.394 eV
Structure (SMILES) ... C[Si](N)(N)O
Charge ... 0
2S+1 ... 1

# 5
ORCA calculation (wB97M-V/def2-TZVPD) on the ion CH8N2P with charge +1 in a non-equilibrium geometry.

```
12
Properties=species:S:1:pos:R:3:forces:R:3
C -0.685 0.721 0.190 3.0 3.4 2.7
N 1.060 -0.776 -0.953 -2.3 -1.1 -1.4
N -0.470 -0.371 1.183 -1.4 1.7 3.2
P 1.049 0.877 -0.625 -1.0 0.9 -0.6
H -0.832 1.747 0.857 -0.2 -2.7 -2.1
H -1.456 0.436 -0.438 -1.7 -0.2 -1.2
H 0.220 -1.126 -1.522 2.1 0.4 0.8
H 1.910 -1.257 -1.176 0.3 -0.1 -0.2
H -1.421 -0.646 1.535 1.2 0.3 0.2
H -0.052 -1.192 0.794 0.9 -0.7 -0.7
H 0.151 0.037 1.992 -1.5 -1.4 -1.7
H 0.527 1.549 -1.838 0.4 -0.7 0.9
```
Positions in Å, forces in eV/Å.

Properties
HOMO ... -14.004 eV
Structure (SMILES) ... NPC[NH3+]
Charge ... +1
2S+1 ... 1

# 6
ORCA calculation (wB97M-V/def2-TZVPD) on a cluster of 2 separate species, CH8N3 in total in a non-equilibrium geometry.

```
12
Properties=species:S:1:pos:R:3:forces:R:3
N 1.562 0.566 1.612 0.8 0.0 0.2
H 0.896 0.904 2.298 -0.1 0.2 -0.2
H 0.893 -0.666 -0.204 0.1 -0.2 0.4
H 2.129 1.349 1.292 -0.4 0.2 0.0
H 2.244 0.047 2.162 -0.2 -0.3 -0.1
N -1.111 0.866 -0.792 0.1 -0.7 0.7
C -1.094 -0.533 -0.697 -0.3 0.3 0.0
N 0.109 -1.198 -0.534 0.0 0.5 -0.8
H -0.218 1.279 -0.589 -0.1 0.4 -0.3
H -1.700 1.272 -1.496 0.4 0.2 -0.2
H -2.020 -1.055 -0.738 -0.3 -0.4 0.0
H 0.115 -2.187 -0.451 0.1 -0.3 0.2
```
Positions in Å, forces in eV/Å.

Properties
⟨S²⟩ ... 0.753
HOMO (spin up / spin down) ... -4.448 / -8.738 eV
Charge ... 0
2S+1 ... 2

Ordered energy above the lowest of the compared OMol25 structures with the same formula, charge and spin results: 0.00; 74.45; 83.17; 48.83; 69.50; 0.00; unit kJ/mol.